# 1
The following is a DFT calculation (ωB97M-V with the def2-TZVPD basis set) of a 9-piece molecular cluster, C27H52O27 overall at a distorted geometry.

The geometry in XYZ format:
```
106
Properties=species:S:1:pos:R:3:lowdin_charge:R:1
C -7.63184 5.94735 7.34780 -0.004
H -8.15377 11.89451 15.12969 0.093
H -15.04337 12.32871 14.89568 0.094
H -4.94058 6.32574 13.02760 0.095
C 0.01700 6.60498 12.20023 -0.073
C -4.27234 12.95320 15.35123 -0.073
H -4.84706 7.69616 11.86007 0.080
O -5.02403 9.65529 15.61930 0.166
H -5.47987 12.89177 13.52186 0.124
C -4.16502 13.43842 6.51048 -0.009
H -11.51371 13.30682 16.14298 0.089
O -6.45260 6.71122 9.74463 0.064
H -3.79368 12.95887 13.15100 0.135
H -3.19964 13.06261 15.51074 0.130
H -12.30292 8.43925 10.99356 0.088
H -13.36935 14.07356 19.08354 0.101
C -2.29997 6.86052 12.33999 -0.570
H -7.85394 8.94952 8.35138 0.075
H -14.57728 10.97536 15.84154 0.092
O -7.09076 13.01254 8.54266 -0.021
H -13.54976 10.88608 18.30197 0.074
C -8.60158 9.68676 8.05879 -0.028
H -4.72229 13.86794 15.73712 0.132
H -8.04544 10.62391 8.03513 0.083
C -5.93865 13.64207 8.18907 -0.539
H -8.92941 13.36064 9.56556 0.090
O -1.07709 7.37160 12.57625 -0.009
O -7.60299 9.22716 12.46320 0.099
C -12.65790 11.62894 9.80349 0.005
H -12.67458 13.16100 14.70984 0.093
H -14.69149 12.99500 18.58926 0.080
H -10.57676 10.30083 12.24438 0.069
C -14.21537 13.95824 18.40601 -0.053
H -8.35742 5.64106 6.59426 0.093
H -6.76260 5.29052 7.31450 0.093
O -14.12406 10.82186 13.90526 0.017
O -13.10688 9.65269 12.55531 -0.052
H -16.02037 10.84564 14.78089 0.109
H -11.47512 8.38614 12.46744 0.080
C -8.53169 11.23647 15.91216 -0.075
H -10.48304 11.81784 13.11936 0.097
H -7.28781 6.97574 7.23750 0.075
C -11.89468 13.73150 15.21421 -0.021
O -11.60156 10.64447 9.67467 -0.049
O -8.36821 6.33177 10.81376 0.030
H -8.78591 9.48905 7.00284 0.100
H -14.96182 14.71541 18.64601 0.094
C -4.50297 12.56697 13.87999 -0.101
O -13.37200 16.35230 17.18006 0.103
H -5.02548 11.00839 10.32412 0.103
O -9.76407 9.98900 18.11056 0.116
O -4.85301 11.80921 16.02895 0.082
H -11.07165 14.09050 14.59627 0.105
H -8.11436 11.72843 16.79075 0.100
H 0.02134 6.65940 11.11160 0.100
C -7.75993 10.36488 11.96609 -0.474
H -8.04771 10.26332 15.82948 0.106
C -9.93277 10.90764 12.88091 -0.075
C -15.00844 11.23945 14.87590 -0.039
C -12.54007 10.49958 18.44066 -0.030
H -8.63016 6.61983 12.79466 0.101
H -13.20904 11.62826 8.86310 0.096
O -13.65710 8.64565 14.57907 0.092
H -5.17552 7.79227 13.58686 0.083
C -4.54031 7.32143 12.83658 -0.060
C -7.62207 6.26718 9.76450 -0.590
H -3.42371 13.48892 7.30797 0.090
H -12.11889 12.57196 9.89453 0.098
C -13.14380 15.23192 16.68673 -0.514
O -2.54441 5.82774 11.72895 0.114
C -10.41797 10.58638 17.24731 -0.488
O -5.57477 14.72202 8.66148 0.095
O -8.27306 5.79655 8.67209 -0.015
H -5.28571 10.11745 11.72292 0.079
O -4.43635 11.14093 14.01945 0.044
C -10.65793 10.73891 8.73053 -0.567
C -5.73195 10.29233 10.74395 -0.028
C -4.87394 10.77852 15.24524 -0.625
O -11.73967 10.87328 17.31948 -0.035
C -7.82514 6.27470 12.14587 -0.021
O -9.70048 9.80357 8.98094 0.002
C -7.91717 13.73165 9.40487 -0.067
H -7.95174 14.76886 9.07157 0.103
O -3.16671 7.66739 12.95081 0.025
H -7.59815 13.62637 10.44181 0.089
O -10.68845 11.54374 7.81347 0.114
H -12.15845 10.86294 19.39483 0.101
H -12.59767 9.41112 18.44682 0.103
H -5.69569 9.33222 10.22918 0.094
H -3.74670 12.64516 5.89091 0.089
C -12.48853 8.41937 12.06746 -0.017
H -6.97837 6.94841 12.27706 0.039
O -12.41863 14.97767 15.60492 -0.016
H -13.29165 11.30911 10.63064 0.085
H -4.32210 14.38311 5.98992 0.098
C -13.65445 9.63930 13.81594 -0.562
O -5.40753 12.96553 7.13985 -0.023
O -6.96052 10.87179 11.07016 0.000
H -9.90751 10.36949 13.82846 0.083
O -9.92114 11.14210 16.07348 -0.056
H -0.11820 5.58020 12.54614 0.097
O -8.74684 11.33834 12.27761 -0.024
H 0.98506 6.89900 12.60582 0.094
O -13.71691 14.02464 17.07134 -0.060
H -7.33194 5.36545 12.48957 0.102
H -13.05817 7.55518 12.40919 0.096
```

Results
Largest force on an atom = 5.06 eV/A
Orbital gap = 10.67 eV
Spin multiplicity = 1

---

# 2
The following is a DFT calculation (ωB97M-V with the def2-TZVPD basis set) of a 9-piece molecular cluster, C27H52O27S4 overall at a distorted geometry.

The geometry in XYZ format:
```
110
Properties=species:S:1:pos:R:3:lowdin_charge:R:1
H -5.39654 3.15560 -1.84152 0.163
O -2.87086 -4.44593 -1.87604 -0.300
O 0.83194 -0.75958 -0.41251 -0.306
O 4.16132 -0.05517 -6.93467 0.021
O -1.79554 4.07607 -0.06995 0.491
O 0.03479 0.90074 -4.04625 0.054
H -3.23575 1.22915 -2.28068 0.156
H 1.14367 -0.82359 -4.34521 0.125
H -6.19468 -1.87910 4.97472 0.086
C -0.66686 -3.26749 -1.93946 -0.050
H -1.93750 3.44035 6.75461 0.132
C 4.75351 0.53685 -5.80368 -0.529
H -0.92358 -2.89975 -0.94600 0.064
H 1.81263 -0.04522 -6.30617 0.116
H -3.52103 2.17467 1.70549 0.033
H -4.96257 1.70824 -0.88027 0.155
H 6.18687 -0.84688 1.56902 0.075
H 6.04296 -0.28832 3.27015 0.068
C -4.58594 2.61591 -1.35186 -0.072
H -3.20105 0.96663 3.04228 0.068
H 1.83171 1.03789 -2.17198 0.048
H 2.26400 3.79445 3.50179 0.056
H -2.77827 -7.99814 -2.51717 0.065
C 0.63815 -0.03467 0.87316 -0.169
H -1.27625 0.37572 0.19288 0.069
C 5.53166 -0.39441 2.31337 -0.090
H 0.45468 -0.87579 1.54170 0.107
O 3.63361 1.48336 1.71751 -0.325
H -3.80605 2.40518 -3.38908 0.165
H -5.69576 -1.38194 6.57129 0.088
O 2.38769 -1.87205 -2.15440 -0.286
C -0.72149 3.67860 4.11096 -0.482
H 2.96601 -4.52896 3.79391 0.136
O 0.92753 -3.83405 1.34263 0.087
H -0.97243 1.34709 1.47112 0.051
C 0.25285 3.34742 6.12772 -0.116
H -2.36485 -7.08537 -1.00299 0.064
C -6.00231 -1.00428 5.59583 -0.062
S 5.27578 1.29255 1.65612 0.680
H 3.53937 0.60939 -2.26042 0.072
C 2.86528 3.41944 2.67359 -0.046
H 1.49960 0.58870 1.11270 0.082
C 2.68173 0.67952 -1.59135 -0.085
H -0.91957 4.91422 6.96627 0.129
H 3.83077 1.71448 3.75402 0.115
H 0.24161 2.42991 6.71607 0.132
H 2.14577 1.48251 3.26509 0.106
H -0.48923 -0.85068 -5.02003 0.133
H 2.58419 -2.92896 1.75392 0.121
O -1.39463 4.54041 4.97478 0.041
O 3.23481 -1.23483 0.14558 -0.289
H -0.14345 1.79152 -0.15950 0.082
H -4.62996 0.66569 5.38914 0.106
O 0.57822 3.07662 -3.94045 0.096
O 4.79451 0.12301 -4.65001 0.121
H 2.83917 1.44078 -0.82729 0.063
O 5.68537 1.34133 0.27437 -0.277
S -3.79848 -5.77002 -2.36023 0.745
C 4.00507 0.96163 -7.97149 -0.087
S -5.41497 1.91543 3.14652 0.680
C -2.67751 3.54226 -0.75088 -0.472
H -4.10536 -0.81939 4.65377 0.119
C 0.37932 -0.21907 -4.83349 -0.103
H 0.02993 -2.65447 -2.51112 0.047
O -2.46314 3.02767 -1.84947 0.202
C 0.95525 -5.11865 1.46341 -0.550
H 4.49213 0.67589 -8.90381 0.143
H 1.37444 -4.30920 4.20716 0.125
H -1.38560 -4.66059 -3.42214 0.109
C -2.44017 -7.05408 -2.08993 -0.084
O 0.17239 2.91661 4.79713 0.021
C 0.58403 1.98727 -4.53663 -0.545
C 3.09927 1.92266 2.97320 -0.255
H -0.03824 -4.01837 -1.46082 0.061
C 0.82575 0.39439 -6.16165 -0.081
O 6.02788 2.21328 2.57312 -0.318
C 4.78732 2.07074 -7.35065 -0.153
C -1.13334 4.04816 6.33990 -0.057
O -3.97865 3.49878 -0.41092 0.151
O -4.78047 -6.05962 -1.25947 -0.325
C -4.98650 -0.20501 4.83881 -0.312
H -1.48721 -6.79322 -2.55028 0.058
H -2.40076 -3.17327 -3.30529 0.103
H 0.11836 0.34066 -6.98919 0.141
O -4.14911 -5.60942 -3.78796 -0.319
O 0.44410 -5.90625 0.69131 0.141
O 1.66485 -5.52294 2.56971 0.084
C 1.72184 -3.28197 2.31945 -0.123
O -1.05383 3.58011 2.93102 0.095
H 5.78787 2.11663 -7.78061 0.138
H 2.33317 3.55555 1.73208 0.087
C -3.56636 2.26639 -2.33486 -0.033
H -4.07726 0.61367 1.51141 0.072
S 2.36696 -0.98730 -0.96999 0.663
C -0.48438 1.03537 0.54769 -0.037
H -6.88282 -0.36182 5.60261 0.091
C -1.85730 -3.94035 -2.75365 -0.253
H 4.28999 3.04050 -7.36873 0.144
H 3.81049 3.95601 2.75575 0.083
O 1.07452 1.77228 -5.80129 0.051
O -6.43702 2.20677 2.15554 -0.279
H 1.11779 -2.55163 2.85782 0.125
H 2.98746 1.34406 -7.89198 0.121
O -5.76397 0.39276 3.80512 -0.282
H 4.55250 -0.86781 2.38573 0.047
O 4.97661 1.79823 -5.99746 0.095
H 1.16647 3.91452 6.30605 0.138
O -5.03451 2.82379 4.18922 -0.269
C -3.90402 1.34551 2.30040 -0.124
C 1.98964 -4.44201 3.31722 -0.155
```

Results
Net charge = +1
Largest force on an atom = 5.04 eV/A
Orbital gap (alpha / beta) = 9.14 / 2.89 eV
Spin multiplicity = 2